[1]
The following is a quantum chemistry calculation of a structure of composition C12H18O13Rb3S, from the OMol25 dataset.

XYZ file:
```
47
Properties=species:S:1:pos:R:3:nbo_charge:R:1
Rb 1.131 5.578 -0.832 1.00
Rb 0.872 -3.844 -3.973 1.00
Rb -1.990 5.303 -6.286 1.00
S 0.556 1.211 -3.060 2.61
O 1.169 0.681 -4.261 -1.12
O 1.610 1.654 -2.181 -1.15
O -0.252 2.410 -3.241 -1.19
O -0.339 0.190 -2.474 -1.14
C 6.511 -1.583 -0.951 -0.64
C 7.249 -2.091 0.224 0.07
C 7.610 -3.611 0.112 -0.08
O 8.954 -3.482 0.595 -0.51
C 9.512 -2.270 0.438 0.97
O 10.670 -1.976 0.579 -0.57
O 8.537 -1.421 0.317 -0.48
H 5.461 -1.736 -0.701 0.22
H 6.729 -2.075 -1.899 0.21
H 6.845 -0.556 -1.102 0.25
H 6.693 -2.049 1.161 0.19
H 7.640 -3.943 -0.926 0.18
H 7.021 -4.281 0.738 0.20
C -1.003 -2.103 2.176 -0.64
C -0.157 -0.937 2.835 0.07
C -0.746 0.424 2.338 -0.09
O -0.699 1.167 3.423 -0.51
C -0.652 0.391 4.580 0.97
O -0.880 0.815 5.670 -0.57
O -0.465 -0.858 4.241 -0.49
H -0.579 -3.039 2.540 0.22
H -0.877 -2.113 1.094 0.23
H -2.089 -2.024 2.230 0.23
H 0.932 -0.893 2.855 0.20
H -1.780 0.296 2.020 0.16
H -0.113 0.565 1.461 0.21
C -7.089 3.041 0.503 -0.64
C -6.800 2.380 -0.851 0.07
C -6.465 0.897 -0.882 -0.09
O -7.405 0.569 -1.905 -0.51
C -8.393 1.423 -2.187 0.99
O -9.361 1.309 -2.870 -0.57
O -8.023 2.529 -1.576 -0.50
H -6.231 3.217 1.152 0.22
H -7.946 2.635 1.041 0.23
H -7.454 4.053 0.327 0.23
H -5.989 2.949 -1.306 0.18
H -6.485 0.354 0.063 0.20
H -5.439 0.847 -1.248 0.20
```

Summary:
* net charge: +1
* 2S+1: 1
* HOMO level: -7.55 eV
* calculated total energy: -52145.83468 eV
* lowest unoccupied orbital energy: -3.8 eV

=====

[2]
The following is a quantum chemistry calculation of a cluster of 2 separate species, C12H18S in total, from the OMol25 dataset.

XYZ file:
```
31
Properties=species:S:1:pos:R:3:nbo_charge:R:1
C -0.008 2.520 1.173 -0.15
C -0.387 1.347 1.090 -0.08
C 2.095 0.620 -1.002 -0.22
C 2.826 -0.217 -0.109 0.02
C 0.923 0.255 -1.492 -0.37
C 2.859 -1.557 -0.233 -0.36
C -0.684 0.028 0.821 -0.14
C 3.748 0.610 0.823 -0.64
C -2.450 0.862 -0.760 -0.61
C -3.029 -0.470 1.300 -0.60
C -1.920 -1.667 -0.661 -0.62
C -1.979 -0.327 0.111 -0.09
S 0.288 -1.244 1.345 0.05
H -0.021 3.572 1.135 0.24
H 2.564 1.420 -1.373 0.20
H 0.422 0.779 -2.322 0.19
H 0.420 -0.573 -1.144 0.19
H 2.281 -1.934 -1.028 0.20
H 3.340 -2.151 0.365 0.19
H 4.517 -0.002 1.289 0.22
H 3.028 1.318 1.508 0.23
H 4.374 1.225 0.227 0.21
H -3.380 0.502 -1.367 0.22
H -1.580 0.933 -1.524 0.21
H -2.481 1.638 -0.086 0.22
H -2.601 -1.296 1.887 0.22
H -3.320 0.492 1.874 0.22
H -3.881 -0.772 0.748 0.21
H -1.404 -1.502 -1.614 0.22
H -2.986 -2.060 -1.024 0.21
H -1.575 -2.348 0.043 0.24
```

Summary:
* 2S+1: 1
* HOMO level: -8.30 eV
* calculated total energy: -23564.98050 eV
* lowest unoccupied orbital energy: -0.8 eV

=====

[3]
The following is a quantum chemistry calculation of a structure of composition C12H19AlO7, from the OMol25 dataset.

XYZ file:
```
39
Properties=species:S:1:pos:R:3:nbo_charge:R:1
Al -0.335 -0.267 0.952 1.48
O -0.980 -2.734 -0.199 -0.62
H -0.941 -3.652 0.133 0.47
O -0.083 -0.674 3.832 -0.65
C -0.441 -0.674 5.037 0.84
O 0.092 -1.546 5.859 -0.43
C -0.378 -1.508 7.206 -0.07
C -1.592 -0.492 7.145 -0.43
C -1.771 -0.235 5.657 -0.53
H 0.373 -1.131 7.900 0.22
H -0.780 -2.498 7.424 0.22
H -1.166 0.354 7.686 0.23
H -2.490 -0.861 7.640 0.25
H -1.978 0.826 5.523 0.26
H -2.590 -0.804 5.216 0.26
O 1.717 1.498 -0.316 -0.60
C 2.114 2.086 -1.330 0.84
O 2.378 3.362 -1.191 -0.42
C 2.768 3.967 -2.396 -0.09
C 3.210 2.766 -3.323 -0.42
C 2.334 1.638 -2.770 -0.51
H 3.705 4.515 -2.301 0.22
H 1.978 4.646 -2.718 0.21
H 4.241 2.494 -3.094 0.23
H 3.055 2.966 -4.383 0.25
H 2.686 0.607 -2.804 0.26
H 1.319 1.639 -3.168 0.25
O 0.016 -0.166 -2.012 -0.54
C -0.594 -0.589 -2.962 0.83
O -0.024 -0.729 -4.176 -0.45
C -0.823 -1.429 -5.141 -0.07
C -1.906 -2.003 -4.289 -0.45
C -2.007 -1.164 -3.044 -0.51
H -0.259 -2.219 -5.638 0.23
H -1.178 -0.738 -5.906 0.21
H -1.668 -3.054 -4.121 0.23
H -2.931 -2.048 -4.657 0.26
H -2.357 -1.814 -2.242 0.26
H -2.714 -0.335 -3.027 0.26
```

Summary:
* net charge: +2
* 2S+1: 1
* HOMO level: -16.52 eV
* calculated total energy: -33658.84810 eV
* lowest unoccupied orbital energy: -12.8 eV

=====

[4]
The following is a quantum chemistry calculation of a cluster of 4 separate species, C12H19BrN3O3P2S in total, from the OMol25 dataset.

XYZ file:
```
41
Properties=species:S:1:pos:R:3:nbo_charge:R:1
O 0.417 1.057 -0.728 -0.91
P 0.263 1.555 -2.207 1.04
Br 1.821 3.052 -2.632 -0.03
P -1.782 2.464 -2.329 1.52
O -1.550 3.970 -2.796 -0.93
O -2.591 1.658 -3.427 -0.94
S -2.615 2.387 -0.615 -0.43
H 0.107 1.802 -0.165 0.54
H 0.426 0.501 -3.123 0.07
H -0.802 4.298 -2.264 0.52
H -2.856 0.827 -2.989 0.54
N 3.299 -0.365 -2.146 -0.53
C 4.508 -0.622 -1.555 -0.07
C 4.651 -1.981 -1.468 -0.30
C 3.487 -2.570 -2.033 -0.27
C 2.673 -1.553 -2.445 -0.11
H 2.929 0.547 -2.332 0.38
H 5.156 0.180 -1.248 0.22
H 5.497 -2.497 -1.047 0.24
H 3.275 -3.622 -2.126 0.24
H 1.707 -1.570 -2.922 0.19
N -6.072 2.858 2.687 -0.50
C -5.072 3.472 1.984 -0.09
C -5.004 4.775 2.398 -0.30
C -6.000 4.954 3.394 -0.30
C -6.639 3.754 3.551 -0.06
H -6.349 1.899 2.586 0.41
H -4.497 2.933 1.251 0.18
H -4.317 5.519 2.029 0.22
H -6.220 5.859 3.933 0.23
H -7.446 3.461 4.200 0.22
N 3.098 -3.791 1.230 -0.51
C 2.147 -4.603 0.672 -0.09
C 2.311 -5.860 1.188 -0.29
C 3.401 -5.805 2.097 -0.30
C 3.862 -4.517 2.102 -0.08
H 3.217 -2.815 1.029 0.41
H 1.439 -4.217 -0.042 0.20
H 1.716 -6.724 0.943 0.22
H 3.799 -6.619 2.680 0.23
H 4.667 -4.056 2.649 0.21
```

Summary:
* net charge: +1
* 2S+1: 1
* HOMO level: -9.90 eV
* calculated total energy: -122814.00075 eV
* lowest unoccupied orbital energy: -5.5 eV

=====

[5]
The following is a quantum chemistry calculation of a structure of composition C12H19Cl2N3OYb, from the OMol25 dataset.

XYZ file:
```
38
Properties=species:S:1:pos:R:3:nbo_charge:R:1
Yb -0.663 2.963 1.850 0.98
Cl -1.436 3.850 -0.249 -0.77
Cl -1.148 2.533 4.191 -0.78
C 1.798 -0.670 -0.548 -0.09
H 2.788 -1.027 -0.827 0.21
H 1.891 0.331 -0.099 0.19
C -0.598 -0.002 -1.544 -0.10
C 0.839 -0.363 -1.607 -0.35
H -1.236 -0.615 -0.916 0.20
C 1.609 0.292 -2.758 -0.39
H 0.966 -1.477 -1.509 0.24
C 1.055 1.646 -3.267 -0.39
H 2.647 0.449 -2.426 0.20
H 1.628 -0.422 -3.601 0.20
C -0.434 1.595 -3.539 -0.39
H 1.265 2.435 -2.529 0.21
H 1.608 1.919 -4.179 0.20
C -1.226 1.061 -2.337 -0.49
H -0.784 2.589 -3.809 0.21
H -0.622 0.938 -4.391 0.18
H -1.443 1.947 -1.698 0.26
H -2.214 0.720 -2.692 0.20
C 1.416 -2.969 2.987 -0.39
N 0.402 -1.976 2.616 -0.42
C -0.740 -1.859 3.360 -0.27
C -1.691 -0.968 2.985 -0.25
C -1.381 -0.096 1.922 0.11
N -0.209 -0.115 1.299 -0.65
C 0.540 -1.193 1.513 0.77
O 1.457 -1.593 0.653 -0.52
N -2.204 0.975 1.565 -0.85
H 1.148 -3.339 3.979 0.20
H 2.406 -2.507 3.033 0.20
H 1.420 -3.807 2.279 0.19
H -0.803 -2.544 4.206 0.18
H -2.635 -0.839 3.513 0.21
H -3.119 0.972 2.013 0.39
H -2.297 1.168 0.561 0.38
```

Summary:
* net charge: -1
* 2S+1: 2
* HOMO level (alpha / beta): -0.24 / -0.23 eV
* calculated total energy: -75842.29847 eV
* lowest unoccupied orbital energy (alpha / beta): 2.9 / 2.8 eV

=====

[6]
The following is a quantum chemistry calculation of a structure of composition C12H19Cl3MnO3, from the OMol25 dataset.

XYZ file:
```
38
Properties=species:S:1:pos:R:3:nbo_charge:R:1
C -0.808 0.717 -1.487 -0.08
C -1.647 -0.464 -1.536 -0.10
C -0.811 -1.606 -1.260 -0.17
C -3.106 -0.484 -1.811 -0.62
C 0.560 -1.149 -1.215 -0.06
C 0.569 0.273 -1.352 -0.12
C 1.787 1.094 -1.515 -0.66
C -1.255 2.111 -1.757 -0.65
C -1.290 -3.001 -1.175 -0.62
C 1.782 -1.980 -1.143 -0.63
Mn -0.683 -0.234 0.426 0.72
Cl -2.801 0.133 1.329 -0.70
Cl 0.333 1.724 1.423 0.11
Cl 0.317 -1.741 1.830 -0.67
H -3.584 0.462 -1.536 0.22
H -3.606 -1.278 -1.250 0.22
H -3.310 -0.657 -2.873 0.18
H -2.168 -3.066 -0.526 0.21
H -0.524 -3.665 -0.772 0.21
H -1.575 -3.377 -2.163 0.18
H 1.658 -2.829 -0.469 0.22
H 2.634 -1.400 -0.780 0.23
H 2.042 -2.356 -2.138 0.18
H 2.613 0.677 -0.934 0.22
H 1.664 2.133 -1.154 0.32
H 2.114 1.115 -2.568 0.17
H -2.158 2.356 -1.175 0.21
H -1.489 2.218 -2.828 0.18
H -0.471 2.840 -1.508 0.24
O 2.198 3.098 0.227 -1.36
H 2.694 3.518 0.962 0.40
C 0.969 0.506 5.069 -0.27
O 0.494 1.337 3.967 -0.51
C 1.242 1.206 2.888 0.78
O 2.378 0.802 2.830 -0.58
H 0.515 -0.486 5.001 0.21
H 0.667 1.032 5.970 0.17
H 2.057 0.422 5.002 0.21
```

Summary:
* net charge: -2
* 2S+1: 4
* HOMO level (alpha / beta): 0.27 / -0.19 eV
* calculated total energy: -87782.64693 eV
* lowest unoccupied orbital energy (alpha / beta): 5.4 / 5.4 eV